No. 1
A structure of composition C10H14ClN4O8SSeSr. Source: the OMol25 dataset; level of theory: ωB97M-V/def2-TZVPD.

XYZ file:
```
40
Properties=species:S:1:pos:R:3:forces:R:3
Sr 0.058 0.737 -0.050 -0.7330 -3.3031 -1.8105
Se -0.199 3.493 -0.337 -0.3411 2.4352 -0.5525
Cl -3.814 -5.495 2.138 -0.2878 -0.3708 0.0636
S 0.344 -0.556 -2.868 0.5231 -0.3002 -0.1630
O 2.241 0.167 0.251 1.6691 -0.5756 0.0984
O -0.211 -1.027 1.175 -0.3369 -2.0861 1.5825
O 4.156 1.179 0.876 -0.3217 0.3347 0.2076
O -0.738 4.397 -1.530 -0.4481 0.7399 -1.1932
O -1.817 -0.385 -0.959 -1.3972 -0.7800 0.0999
O 0.294 4.334 0.941 0.4179 0.4161 1.0057
O -1.326 2.412 0.126 -1.9561 1.2242 0.4977
O 1.058 2.557 -0.861 1.4465 1.4754 -0.7327
N 0.883 1.805 2.024 0.1225 0.4475 1.1026
N -1.782 0.472 -3.999 -0.2946 0.3148 0.0549
N -0.250 1.992 -3.190 -0.3776 0.4376 0.3597
N 2.271 1.771 1.869 0.3478 0.7657 0.6616
C 2.814 0.997 0.917 1.0317 -0.3839 0.2093
C -2.417 -1.397 -0.615 -0.3816 0.2846 -0.6480
C -0.798 -2.925 2.422 0.0733 0.0180 0.0399
C -2.972 -3.350 0.743 0.1554 0.0893 0.0959
C 4.853 0.288 0.016 -0.0585 -0.1845 -0.2020
C -2.742 -4.171 1.811 -0.0939 0.0830 -0.2396
C -0.639 0.730 -3.314 0.4251 -0.5896 -0.9924
C -2.127 -2.256 0.486 0.4901 -0.1553 0.6114
C -0.994 -1.998 1.342 -0.3042 -0.4553 0.1584
C -1.644 -3.968 2.657 -0.0081 0.1387 -0.1684
H 5.910 0.416 0.248 -0.0919 -0.0069 -0.0380
H 0.059 -2.761 3.059 0.0671 0.0600 0.0371
H -2.098 -0.485 -3.976 0.0509 0.2009 0.0891
H 2.826 2.572 2.157 -0.2364 -0.1703 -0.0831
H 0.636 1.699 3.008 0.2115 -0.1876 -0.3466
H -0.918 2.747 -3.286 -0.0215 0.0039 0.0026
H -1.487 -4.653 3.479 0.0583 0.0086 0.0678
H 0.522 2.719 1.707 0.3540 0.2177 0.4958
H 4.654 0.532 -1.028 0.0358 -0.0281 0.0388
H 0.450 2.198 -2.463 0.1497 -0.0469 -0.4000
H 4.533 -0.738 0.205 0.1156 0.0669 -0.0517
H -3.810 -3.534 0.087 -0.1243 -0.0091 -0.0570
H -2.482 1.198 -4.044 -0.0153 -0.1398 0.0027
H -3.297 -1.712 -1.222 0.0844 0.0105 0.0957
```
Positions in Å, forces in eV/Å.

Computed properties:
E_tot, eV: -122480.2380
Energy above the lowest of the compared OMol25 structures with the same formula, charge and spin, eV: 2.632
Total charge: -1
Frontier orbital gap, Ha: 0.2810
E_HOMO, Ha: -0.18643

Here are the natural (NBO) charges for atoms 1 to 6, given in e:
1. Sr 1.779
2. Se 2.769
3. Cl -0.047
4. S -0.372
5. O -0.693
6. O -0.807

No. 2
The ion C10H14F13N2S with charge -1. Source: the OMol25 dataset; level of theory: ωB97M-V/def2-TZVPD.

XYZ file:
```
40
Properties=species:S:1:pos:R:3:forces:R:3
S 4.246 1.383 0.499 -0.0755 -0.2135 -0.1575
F 1.015 -2.283 -2.522 0.0433 -0.0194 0.4125
F 4.683 2.887 0.273 0.0236 -0.0230 0.0146
F 2.378 -3.098 -1.011 -0.2089 0.0532 -0.1378
F 1.528 0.148 1.381 0.0187 -0.1105 0.0392
F 3.569 1.817 1.862 0.0306 0.1097 0.1197
F 4.489 -1.229 0.084 0.0949 -0.0870 0.0703
F 2.684 -0.571 -1.626 -0.0228 0.0264 0.0200
F 2.902 1.680 -0.269 -0.0616 0.1282 -0.0328
F 4.080 -0.647 2.122 -0.0141 0.0014 0.0157
F 4.942 1.003 -0.871 0.0227 0.0405 0.0033
F 5.625 1.130 1.257 0.0630 0.0176 -0.0227
F 2.097 -1.952 1.350 -0.0030 0.0812 -0.0004
F 0.699 -0.019 -0.939 0.0259 0.0502 -0.0491
N -2.305 -0.295 -0.091 0.0471 0.1250 0.1789
N -1.782 -1.494 -0.725 0.1975 -0.1873 -0.1094
C 2.223 -0.773 0.700 -0.0102 -0.0784 -0.1472
C -3.008 2.682 -0.002 -0.2230 0.1641 -0.2089
C 1.667 -0.906 -0.775 0.0263 -0.0301 0.1711
C -3.192 1.737 -1.209 0.0194 0.0329 0.0546
C -3.386 0.256 -0.897 0.1033 0.0037 -0.0446
C 1.220 -2.344 -1.167 -0.0349 0.0459 -0.3365
C -0.985 -2.160 0.237 -0.3456 0.2788 -0.4250
C 3.750 -0.428 0.841 -0.1227 0.0827 0.0533
C 0.065 -3.019 -0.456 0.0308 -0.3750 0.1764
C -3.632 2.217 1.315 0.3889 -0.1470 0.0906
H -1.562 -2.884 0.883 0.1239 0.0267 0.2691
H -2.699 -0.533 0.822 -0.0959 -0.1717 0.0063
H 0.504 -3.722 0.260 0.0694 0.0661 -0.0356
H -0.498 -1.475 0.960 0.0993 0.0907 0.0238
H -2.313 1.826 -1.852 -0.0068 0.0103 -0.0183
H -0.454 -3.613 -1.211 0.0349 0.0726 -0.0860
H -2.950 1.537 1.829 -0.0687 -0.0486 -0.0544
H -3.805 3.063 1.983 -0.1140 -0.0120 -0.0108
H -4.371 0.100 -0.432 -0.0054 -0.0066 0.0243
H -1.945 2.879 0.140 -0.0007 -0.0965 0.1388
H -3.457 3.647 -0.264 0.0785 0.0080 -0.0363
H -4.563 1.673 1.159 -0.1342 0.1502 0.0139
H -4.052 2.076 -1.801 -0.0254 -0.0250 -0.0039
H -3.406 -0.298 -1.838 0.0315 -0.0342 0.0206
```
Positions in Å, forces in eV/Å.

Computed properties:
E_tot, eV: -59736.7179
Total charge: -1
Frontier orbital gap, Ha: 0.1390
E_HOMO, Ha: -0.04886

Here are the natural (NBO) charges for atoms 1 to 6, given in e:
1. S 2.365
2. F -0.331
3. F -0.450
4. F -0.364
5. F -0.294
6. F -0.457

No. 3
A cluster of 2 separate species, C10H14FIN2 in total. Source: the OMol25 dataset; level of theory: ωB97M-V/def2-TZVPD.

XYZ file:
```
28
Properties=species:S:1:pos:R:3:forces:R:3
I 4.212 1.113 0.212 -0.1271 0.0722 0.4652
F 4.702 -1.260 -1.193 -0.1399 0.3810 0.7166
N -1.251 0.579 -2.060 1.3363 -0.7349 -0.4792
N 1.947 -1.251 -1.358 -2.1818 -0.5467 1.7226
C 0.149 -0.682 0.352 -1.7417 -0.8211 2.2522
C -1.361 -0.932 0.272 0.0437 -1.3765 -2.5947
C -2.965 2.276 -1.573 -0.7787 -2.9311 4.2715
C 1.030 -0.953 -0.559 2.2576 0.0638 -1.8674
C -2.084 1.048 -1.240 -0.6318 0.6516 -1.2128
C 4.304 -0.933 0.090 0.6588 -2.4097 -0.9195
C -2.143 0.370 0.056 -0.6510 -0.6136 2.1289
C 4.087 -1.963 0.910 -0.7397 0.8980 2.4012
C -2.765 0.897 1.143 0.1877 1.1858 -4.6208
C 0.341 -0.225 1.793 2.4764 -0.7241 0.1205
H -1.049 1.050 -2.951 -0.8682 0.1252 0.4768
H -2.842 0.530 2.060 0.4072 -2.4949 3.7247
H 1.437 -0.230 2.076 -1.1255 -0.2255 -0.0352
H 0.127 0.831 1.687 -0.7388 0.2833 1.0852
H -1.790 -1.401 1.169 0.6484 0.2383 -0.0354
H 4.151 -3.051 0.688 0.1268 1.2483 -0.4316
H -2.517 2.986 -0.894 -0.6075 0.9469 0.0931
H -1.413 -1.777 -0.511 -0.8476 1.7319 0.5847
H -3.369 1.775 1.157 -0.1369 0.9597 -0.8585
H -4.058 1.987 -1.304 1.8356 1.0159 -0.7493
H 3.745 -1.756 1.993 0.6530 -0.1473 -1.9614
H -2.715 2.455 -2.537 -0.0505 1.0284 -3.0110
H 2.363 -0.600 -2.003 -0.3297 0.5944 -0.0611
H -0.276 -0.882 2.525 1.0649 1.6003 -1.2052
```
Positions in Å, forces in eV/Å.

Computed properties:
E_tot, eV: -24390.2520
Energy above the lowest of the compared OMol25 structures with the same formula, charge and spin, eV: 2.233
Total charge: 0
Frontier orbital gap, Ha: 0.3087
E_HOMO, Ha: -0.29552

Here are the natural (NBO) charges for atoms 1 to 6, given in e:
1. I 0.200
2. F -0.368
3. N -0.636
4. N -0.664
5. C -0.237
6. C -0.419